[1]
DFT (the ωB97M-V functional and the def2-TZVPD basis) results for a single C17H19NO5 molecule in a non-equilibrium geometry.

```
42
Properties=species:S:1:pos:R:3:forces:R:3
C -4.477553 -1.034882 1.361669 0.4 -0.1 -0.1
C -3.575046 -1.918061 0.521383 -0.5 -0.3 -0.1
O -2.213871 -1.624049 0.849929 -0.1 0.2 0.3
C -1.292103 -2.458058 0.361165 0.4 -0.2 0.2
O -1.542262 -3.473172 -0.229683 -0.1 -0.1 -0.1
C 0.102814 -1.940788 0.637467 -0.2 0.0 -0.4
C 0.454902 -0.850903 -0.406121 0.1 -0.3 0.1
N -0.404537 0.298882 -0.250361 0.1 0.2 0.0
C -1.556177 0.438252 -0.949272 0.4 0.2 0.3
O -1.882803 -0.280697 -1.873978 -0.2 -0.1 -0.1
C -2.388803 1.568325 -0.501873 -1.1 0.1 -0.7
C -3.600398 1.999597 -0.976023 0.8 -0.4 0.2
C -3.972454 3.096526 -0.168762 0.3 0.2 0.4
C -2.965902 3.252925 0.735668 -0.7 0.3 -0.2
O -2.005540 2.337084 0.547364 0.4 -0.2 0.1
C 1.904984 -0.453707 -0.289185 0.0 0.0 0.0
C 2.386264 0.172673 0.850843 -0.1 -0.1 -0.2
C 3.716671 0.537946 0.965291 0.3 0.1 0.1
C 4.600487 0.273058 -0.075117 -0.2 -0.1 -0.1
O 5.924548 0.581847 -0.073711 -0.1 -0.1 -0.2
C 6.468977 1.216186 1.058012 0.1 0.1 0.2
C 4.121783 -0.359145 -1.224062 0.2 0.1 0.1
C 2.794369 -0.713780 -1.326137 0.0 0.1 0.1
H -5.515737 -1.249534 1.126253 -0.1 0.0 0.0
H -4.277882 0.012713 1.152231 0.0 0.1 0.0
H -4.307821 -1.219402 2.419523 0.0 0.0 0.1
H -3.712025 -1.726696 -0.548568 0.0 -0.1 0.1
H -3.760630 -2.980633 0.711356 0.0 0.2 -0.1
H 0.810584 -2.763746 0.546535 -0.1 0.0 0.0
H 0.147032 -1.516565 1.640443 0.1 0.0 0.0
H 0.253566 -1.250800 -1.406040 0.1 0.1 0.2
H -0.258873 0.887813 0.554681 -0.1 0.0 -0.1
H -4.139910 1.574994 -1.796741 -0.1 -0.2 -0.2
H -4.862869 3.685160 -0.248975 -0.2 0.2 0.0
H -2.823930 3.954210 1.534554 0.1 0.0 0.1
H 1.722192 0.383733 1.677161 -0.1 0.0 0.1
H 4.049727 1.024222 1.868666 0.1 0.0 0.1
H 7.525105 1.359471 0.835659 -0.1 0.0 0.1
H 6.002645 2.190483 1.236671 0.0 0.0 0.0
H 6.369966 0.594972 1.954068 0.0 0.0 0.0
H 4.815980 -0.559195 -2.024476 0.1 0.0 -0.1
H 2.439445 -1.199781 -2.222343 0.0 -0.1 -0.1
```
Forces are in eV/Å.

Orbital gap   9.274 eV
E_HOMO   -8.6 eV
E   -29664.973 eV
SMILES string   CCOC(=O)C[C@@H](NC(=O)c1ccco1)c1ccc(OC)cc1

---

[2]
DFT (the ωB97M-V functional and the def2-TZVPD basis) results for a molecular structure, C17H19NPPbS in a non-equilibrium geometry.

```
40
Properties=species:S:1:pos:R:3:forces:R:3
C 1.299747 0.322673 -0.980955 2.3 2.7 -0.8
C 2.588905 -0.233067 -0.521169 -0.7 0.0 -1.6
C 3.298867 0.730052 0.177145 2.0 -0.1 -0.9
C 2.720272 2.010846 -0.015845 -1.3 0.2 -1.6
C 1.476561 1.915620 -0.805353 2.5 -2.3 0.9
Pb 0.978330 0.472638 1.302279 -2.1 -0.4 3.7
P -0.905157 -2.425764 -0.179719 -0.5 -0.1 0.2
H 0.528515 -0.307564 -1.446449 0.4 0.9 -0.1
H 3.023062 -1.200652 -0.856193 -0.9 0.5 0.9
H 4.293413 0.531024 0.646826 -1.1 0.4 -0.4
H 0.926641 2.837995 -1.130668 0.0 -1.6 0.5
H 3.266088 2.895958 0.343647 -0.9 -0.2 -0.2
H -1.721069 -2.886931 0.920991 0.3 0.2 -0.7
H -0.574446 -3.729670 -0.670596 -0.2 0.2 0.1
H -1.977702 -2.171301 -1.115764 0.2 -0.3 0.4
N -1.266656 1.156212 0.934729 0.8 0.2 0.1
S -2.696749 1.297129 1.681461 -1.7 -1.1 -1.2
C -3.548835 2.663750 0.897026 0.2 -0.2 -0.4
C -4.932282 2.788920 1.048507 -0.9 0.4 0.5
C -5.600629 3.987387 0.795526 0.0 -1.1 0.3
C -4.936472 5.122769 0.330538 0.3 0.0 -0.2
C -3.575958 4.947486 0.083805 0.7 0.0 -0.1
C -2.886481 3.746882 0.323780 0.3 1.0 0.2
C -3.877981 0.059958 1.087826 0.6 0.4 1.3
C -4.240669 -0.954929 1.973790 -0.2 -0.9 0.2
C -5.135689 -1.968969 1.610797 0.7 0.5 0.7
C -5.672949 -2.040025 0.315980 -0.3 0.5 0.1
C -5.301348 -1.013758 -0.562917 0.4 0.8 0.0
C -4.418556 0.019655 -0.196878 -0.3 -0.7 -1.2
H -1.325157 1.047345 -0.068982 -0.6 0.2 -0.5
H -5.462429 1.906239 1.398598 -0.2 0.3 0.0
H -6.664425 4.019627 0.956026 -0.3 -0.1 0.0
H -5.467794 6.067334 0.128695 0.4 -0.6 0.1
H -3.012817 5.780005 -0.313921 0.1 0.1 -0.1
H -1.822711 3.628152 0.129774 -0.1 0.3 -0.1
H -3.764209 -0.897905 2.948038 -0.4 -0.3 0.2
H -5.463018 -2.660924 2.378567 0.1 -0.1 0.0
H -6.452037 -2.767262 0.068742 0.4 0.2 0.0
H -5.764952 -0.960059 -1.540888 0.1 -0.1 -0.1
H -4.105223 0.794476 -0.893989 -0.4 -0.1 -0.1
```
Forces are in eV/Å.

Orbital gap (spin up / spin down)   2.873 / 2.614 eV
E_HOMO (spin up / spin down)   -0.1 / 0.1 eV
E   -44791.785 eV
Total charge   -1

---

[3]
DFT (the ωB97M-V functional and the def2-TZVPD basis) results for a molecular structure, C17H20Cl27InNO2 in a non-equilibrium geometry.

```
68
Properties=species:S:1:pos:R:3:forces:R:3
O 7.585902 0.625744 1.285712 -0.2 -0.3 -0.8
C 7.088375 0.727427 0.189925 0.0 0.1 1.6
O 5.774903 0.991059 0.021623 1.3 0.0 -0.8
C 5.593674 1.874412 -1.118154 -0.4 0.9 -0.5
C 5.755999 3.348433 -0.698243 -0.8 -0.9 -0.1
In 4.192113 3.768773 0.878373 -0.1 0.2 0.3
C 2.579305 2.204374 0.503030 2.1 1.9 0.6
C 1.802554 2.355101 -0.641904 -0.2 -1.7 -0.8
C 0.823804 1.387192 -0.973919 1.4 0.4 1.1
C 0.739302 0.344207 -0.057507 -0.6 0.2 -0.8
C 1.549444 0.344888 1.069935 -0.1 -1.4 1.3
N 2.486705 1.215753 1.432416 -1.3 0.0 -1.9
H 7.707812 0.609215 -0.722950 -0.5 0.2 -0.1
H 4.583486 1.686296 -1.504312 0.1 0.0 0.3
H 6.284712 1.614025 -1.942915 0.0 -0.3 0.4
H 6.786272 3.530167 -0.368164 -0.2 0.2 -0.2
H 5.475839 3.940004 -1.583855 0.4 0.1 0.2
H 4.801544 3.741945 2.545425 0.0 -0.1 -0.2
H 3.401450 5.371677 0.616417 0.1 -0.2 -0.2
H 1.963864 3.214883 -1.288512 0.1 -0.1 0.1
H 0.229456 1.471212 -1.875981 -0.3 0.1 0.3
H 0.036375 -0.470257 -0.222431 0.6 0.6 0.4
H 1.404123 -0.492501 1.767600 0.0 0.2 -0.2
C 2.067826 -0.954988 -4.462641 -0.1 0.1 0.2
Cl 1.651944 -0.089762 -2.980633 0.4 -0.6 -0.9
Cl 1.489203 -2.628226 -4.394312 -0.2 0.1 -0.1
Cl 1.400901 -0.128767 -5.878410 0.0 0.0 0.0
H 3.147025 -0.974624 -4.558182 0.0 -0.1 0.0
C 4.284230 -3.751195 -1.412066 0.0 0.3 0.1
Cl 4.231059 -4.139527 -3.137732 0.1 -0.2 0.0
Cl 5.954660 -3.588527 -0.863325 0.0 0.3 -0.1
Cl 3.374992 -2.282664 -1.078483 0.0 -0.1 0.0
H 3.825165 -4.566258 -0.867824 0.0 0.0 0.0
C 5.974187 -7.472496 1.163298 -0.2 0.0 0.1
Cl 5.539422 -6.607580 2.636835 0.0 0.0 0.0
Cl 5.443478 -9.156438 1.247740 0.1 0.0 0.0
Cl 5.292075 -6.671277 -0.252791 0.1 -0.4 0.1
H 7.052531 -7.462164 1.069493 0.0 0.0 0.0
C -1.649307 4.212814 0.723107 0.5 -0.1 0.4
Cl -2.120100 4.384404 2.420006 0.0 0.1 -0.1
Cl -0.029125 3.522167 0.564538 -1.6 1.2 0.6
Cl -2.828529 3.197013 -0.137206 0.0 0.0 -0.1
H -1.654340 5.193507 0.263951 -0.1 0.0 0.0
C -2.124051 -1.846656 -2.678735 0.0 0.1 0.1
Cl -1.378198 -1.893996 -1.082903 -0.4 -0.5 -0.3
Cl -3.755925 -2.542481 -2.622107 0.5 -0.2 -0.3
Cl -2.163451 -0.194532 -3.298321 0.0 -0.1 -0.1
H -1.524512 -2.444459 -3.354235 0.0 0.0 0.0
C -4.443334 2.426652 4.839928 0.3 0.1 -0.1
Cl -4.093994 4.118578 5.213019 -0.1 -0.1 0.1
Cl -4.980978 2.259868 3.161818 -0.1 0.0 0.2
Cl -3.027746 1.419107 5.141251 -0.1 0.0 0.0
H -5.243055 2.092667 5.486064 0.0 0.0 0.0
C -5.629735 1.082684 -0.309108 0.1 -0.1 -0.1
Cl -6.288683 2.182376 -1.521809 0.0 0.0 0.1
Cl -6.906870 0.554863 0.804250 0.0 -0.1 0.0
Cl -4.860236 -0.302967 -1.084442 -0.3 0.5 0.4
H -4.880690 1.617405 0.263299 -0.1 0.0 0.0
C -8.576691 1.812005 4.225568 -0.1 0.1 -0.1
Cl -7.879332 1.770381 5.850361 0.0 0.0 0.0
Cl -10.180091 1.072246 4.224741 0.0 0.0 0.0
Cl -8.650350 3.463850 3.619275 0.0 -0.1 0.0
H -7.936484 1.237735 3.566302 0.0 0.0 0.0
C -7.265170 -4.338131 -1.491719 -0.1 0.1 0.0
Cl -8.903419 -4.884022 -1.872423 0.0 -0.1 0.0
Cl -6.281215 -4.259547 -2.959195 -0.3 -0.2 0.1
Cl -7.304959 -2.781875 -0.674349 0.0 0.0 0.0
H -6.815148 -5.061203 -0.823484 0.0 0.0 0.0
```
Forces are in eV/Å.

Orbital gap   6.487 eV
E_HOMO   -4.9 eV
E   -366814.819 eV
Total charge   -1

---

[4]
DFT (the ωB97M-V functional and the def2-TZVPD basis) results for a single C17H20F3N3O2S molecule.

```
46
Properties=species:S:1:pos:R:3:forces:R:3
C -3.649982 -1.987430 2.565670 0.2 0.1 0.1
C -2.200902 -1.533162 2.679387 -0.1 -0.1 -0.1
C -1.359617 -2.012404 1.491513 -0.1 0.1 0.2
C -1.844995 -1.439076 0.199654 -0.1 -0.5 -0.5
C -2.227017 -2.212990 -0.852249 0.1 -0.1 0.3
C -2.686430 -1.633240 -2.084928 0.0 0.2 0.1
O -3.048262 -2.200041 -3.091623 -0.1 -0.2 -0.2
N -2.693769 -0.223503 -2.040956 0.0 0.1 -0.1
C -2.302662 0.467236 -0.950571 0.1 0.0 0.3
S -2.370870 2.207112 -1.070950 -0.2 0.3 -0.2
C -1.951896 2.681352 0.629068 -0.4 -0.3 -0.1
C -0.889167 1.853215 1.346763 -0.1 0.3 0.3
O -1.109777 1.536175 2.499114 0.0 0.2 0.1
C 0.378797 1.650150 0.670499 0.8 -0.3 0.1
C 0.789088 2.154504 -0.597717 0.2 0.0 0.0
C 2.052637 1.711797 -0.838368 -0.1 0.2 -0.3
C 2.940240 1.979223 -2.000309 0.0 -0.1 0.1
N 2.445436 0.948834 0.245062 -0.1 0.0 0.0
C 3.698196 0.266834 0.362875 0.2 -0.4 -0.1
C 3.648323 -1.155415 -0.211747 0.1 0.0 0.1
F 3.414383 -1.173269 -1.527661 -0.1 0.2 -0.2
F 4.818805 -1.780790 -0.016861 0.2 0.1 0.1
F 2.704409 -1.910618 0.359068 -0.2 0.0 0.2
C 1.441143 0.910167 1.168983 -0.6 0.2 0.2
C 1.582267 0.229937 2.479789 0.0 -0.1 0.1
N -1.883916 -0.076683 0.139053 -0.3 0.2 0.0
H -4.220602 -1.653983 3.429073 -0.1 0.0 0.0
H -4.111593 -1.576310 1.670374 -0.1 0.0 -0.1
H -3.710314 -3.072958 2.511804 -0.1 -0.1 0.0
H -2.154220 -0.445348 2.726937 0.0 0.0 0.1
H -1.765350 -1.931898 3.597658 0.1 0.1 0.0
H -1.377154 -3.101570 1.431544 0.1 0.0 0.0
H -0.328669 -1.686707 1.637702 0.1 0.0 0.0
H -2.199259 -3.288692 -0.798851 0.0 -0.1 0.0
H -3.011728 0.261181 -2.872335 0.0 -0.1 0.1
H -1.609211 3.715523 0.557809 0.0 0.0 0.0
H -2.867568 2.644296 1.220934 0.2 0.0 0.0
H 0.222801 2.786146 -1.250824 0.0 0.1 -0.2
H 3.857766 2.481665 -1.689885 0.1 0.0 -0.1
H 2.418388 2.628163 -2.697373 0.0 0.0 0.0
H 3.206729 1.061523 -2.522534 0.1 0.0 -0.1
H 4.480132 0.804689 -0.181465 -0.1 -0.1 0.1
H 3.985784 0.177811 1.415034 0.0 0.0 -0.2
H 0.641561 0.319536 3.015101 0.1 0.0 0.0
H 1.832413 -0.823977 2.368296 0.1 -0.1 0.0
H 2.361732 0.708344 3.076165 0.0 0.0 0.1
```
Forces are in eV/Å.

Orbital gap   8.797 eV
E_HOMO   -8.3 eV
E   -45508.321 eV
SMILES string   CCCc1cc(=O)[nH]c(SCC(=O)c2cc(C)n(CC(F)(F)F)c2C)n1

---

[5]
DFT (the ωB97M-V functional and the def2-TZVPD basis) results for a single C17H20FN5O2 molecule in a non-equilibrium geometry.

```
45
Properties=species:S:1:pos:R:3:forces:R:3
C -7.836051 -0.238605 3.698706 0.4 0.4 -0.2
C -6.621357 -0.586621 2.917394 -1.0 -0.8 -0.5
N -6.500723 -1.607600 2.097666 -1.4 1.6 1.9
N -5.253011 -1.546146 1.662980 2.4 0.0 -0.9
C -4.661484 -0.518680 2.199296 0.7 -1.3 -1.3
C -3.278155 -0.160909 1.862930 1.4 0.7 0.2
C -2.773480 1.156135 2.049715 -1.5 -1.0 0.6
C -1.489800 1.451644 1.694579 0.4 0.0 -0.5
C -0.608939 0.509118 1.099837 0.4 0.4 -0.1
C 0.733805 0.946376 0.577752 2.7 1.6 -1.2
N 1.193957 2.078044 1.065367 -1.5 -0.1 1.5
O 2.355176 2.788740 0.661796 0.1 -1.4 -1.1
N 1.315525 0.185474 -0.447913 -0.2 1.2 1.1
C 2.733613 0.212770 -0.830134 -0.5 -0.6 0.8
C 3.305002 -1.250425 -0.844188 0.9 0.0 -0.8
N 4.006109 -1.483053 -2.132998 0.4 -0.7 0.0
C 3.014946 -1.491507 -3.223284 0.1 1.3 0.6
C 2.410851 -0.050575 -3.320377 -0.4 -0.1 0.1
C 2.970071 0.875949 -2.188369 -0.2 -0.4 -0.2
C 4.485939 0.962979 -2.362757 -0.2 -0.2 0.6
C 5.063473 -0.469978 -2.361793 -0.2 -0.1 0.6
C -1.071072 -0.797845 0.964006 -1.0 0.1 0.3
F -0.284610 -1.810440 0.442732 -0.9 0.9 0.6
C -2.388354 -1.125548 1.341862 0.1 0.3 0.1
O -5.484177 0.157059 3.013934 -0.4 -0.3 0.0
H -8.723263 -0.325901 3.071716 0.1 0.0 0.0
H -7.746318 0.781641 4.073186 -0.1 -0.1 0.1
H -7.922035 -0.935187 4.520108 -0.1 -0.1 0.3
H -3.439840 1.913901 2.514993 0.7 -0.5 -0.5
H -1.210841 2.483186 1.833125 0.6 -0.1 -0.2
H 2.548719 3.483251 1.320296 -1.0 -0.8 -0.1
H 0.815128 -0.632654 -0.704627 -0.2 -0.4 -0.1
H 3.298599 0.716035 -0.047140 -0.3 0.4 -0.1
H 4.033061 -1.422075 -0.001525 -0.7 0.2 -0.8
H 2.531435 -2.035125 -0.789078 0.1 0.5 0.2
H 3.434575 -1.811041 -4.173717 0.5 0.1 0.0
H 2.227050 -2.212346 -3.030627 0.0 -0.2 0.4
H 1.309403 -0.121318 -3.328022 0.4 0.3 0.2
H 2.688221 0.372083 -4.274683 0.0 0.3 -0.4
H 2.511556 1.889925 -2.218686 0.2 -0.8 0.1
H 4.694345 1.456391 -3.279126 0.3 0.5 -0.9
H 4.952156 1.548188 -1.558708 -0.3 0.0 -0.1
H 5.600238 -0.669450 -3.305029 -0.2 -0.2 0.5
H 5.767293 -0.515401 -1.507398 -0.2 -0.4 -0.6
H -2.706740 -2.150459 1.246201 -0.1 -0.1 -0.1
```
Forces are in eV/Å.

Orbital gap   7.933 eV
E_HOMO   -8.0 eV
E   -32213.559 eV
SMILES string   Cc1nnc(-c2ccc(/C(=N/O)N[C@H]3CN4CCC3CC4)c(F)c2)o1

---

[6]
DFT (the ωB97M-V functional and the def2-TZVPD basis) results for a molecular structure, C17H20I2N3O5SeV.

```
49
Properties=species:S:1:pos:R:3:forces:R:3
V -0.064333 -0.277030 1.076678 0.1 -0.5 -0.2
I 2.664764 4.954879 -4.004933 0.0 -0.1 0.1
C 2.236498 3.324963 -2.744818 0.0 0.0 0.0
C 2.426019 2.032463 -3.201524 0.0 0.0 -0.2
C 2.158913 0.970332 -2.358765 0.0 0.1 0.0
I 2.418953 -0.983632 -3.044012 0.0 0.0 0.0
C 1.691030 1.135191 -1.031419 -0.1 -0.1 0.0
O 1.455051 0.135501 -0.269624 0.0 0.0 0.2
C 1.523724 2.484045 -0.602632 0.0 0.0 0.0
C 1.102038 2.713108 0.818760 0.0 0.0 0.0
N -0.162919 2.061489 1.154812 0.0 0.0 0.1
C -1.330326 2.513775 0.383969 0.1 0.0 0.0
C -1.659937 1.565726 -0.735031 -0.1 0.1 0.0
C -2.231447 1.992598 -1.898692 0.1 0.0 0.0
C -2.675992 1.065917 -2.876944 0.0 0.0 0.0
C -2.521697 -0.302398 -2.533232 0.0 -0.1 0.0
C -1.936405 -0.663021 -1.355639 0.1 -0.1 -0.1
N -1.459828 0.234416 -0.422355 0.0 0.1 0.0
C 1.790019 3.542209 -1.446602 0.0 0.1 0.0
H 2.764185 1.846866 -4.212547 0.0 0.0 0.0
H 1.845605 2.290496 1.500814 0.0 0.0 0.0
H 1.046656 3.797103 0.999936 0.0 0.0 0.0
H -0.335644 2.213735 2.147475 0.0 0.0 0.0
H -2.167231 2.545305 1.088782 0.0 -0.1 0.0
H -1.179587 3.527666 -0.009346 0.0 0.0 0.0
H -2.345241 3.061794 -2.051892 0.0 0.0 0.0
H -3.094706 1.382361 -3.821996 0.0 0.0 0.0
H -2.859545 -1.089550 -3.199223 0.0 0.0 0.0
H -1.805080 -1.704890 -1.093177 0.0 0.0 0.0
H 1.642440 4.553947 -1.084112 0.0 0.0 0.0
O -0.395537 -0.866124 4.993316 0.0 0.0 0.1
Se -0.310622 0.226287 3.811980 0.3 0.0 -0.2
O -1.440603 -0.020155 2.604394 -0.3 0.0 -0.1
O 1.041588 0.022907 2.833224 0.0 0.1 0.0
O -0.385230 1.775376 4.294773 0.0 0.1 0.1
C -1.183657 -3.928309 1.617395 0.0 0.0 0.0
C 0.135193 -3.329031 1.117010 0.0 0.0 0.0
C 1.243978 -3.584119 2.143876 0.0 0.0 0.0
C 0.519296 -3.936658 -0.237160 0.0 0.0 0.0
N -0.025110 -1.919485 0.969467 0.0 0.4 0.0
H -1.080661 -5.002947 1.803883 0.0 0.0 0.0
H -1.971596 -3.776340 0.876640 0.0 0.0 0.0
H -1.483526 -3.429739 2.539830 0.0 0.0 0.0
H 1.407698 -4.659225 2.279022 0.0 0.0 0.0
H 0.976565 -3.135710 3.101805 0.0 0.0 0.0
H 2.172543 -3.122211 1.805214 0.0 0.0 0.0
H 0.614335 -5.025811 -0.164388 0.0 0.0 0.0
H 1.467326 -3.517592 -0.577595 0.0 0.0 0.0
H -0.237973 -3.696488 -0.985410 0.0 0.0 0.0
```
Forces are in eV/Å.

Orbital gap (spin up / spin down)   2.535 / 6.142 eV
Spin multiplicity   3
E_HOMO (spin up / spin down)   1.1 / -2.5 eV
E   -139897.928 eV
Total charge   -2

---

Look up the E of the fifth one. -32213.559 eV